Entry 1:
Here is C21H25FIrN6O2 as an isolated structure from the OMol25 dataset. Energies are from ωB97M-V/def2-TZVPD.

**ΔE to the lowest compared entry with this formula, charge and spin**: 162.7 kJ/mol
**Energy**: -40772.3825 eV
**M**: 604.686 Da
**Spin multiplicity**: 2
**Total charge**: 0
**Frontier orbital gap (alpha / beta)**: 7.4 / 7.4 eV
**LUMO (alpha / beta)**: -0.792 / -0.792 eV
**Largest force on an atom**: 1.86 eV Å⁻¹

Each line ends with the Löwdin spin population.
Element x y z (Å)
O1 0.3410 -0.9249 -1.4218  0.000
C1 -2.2544 3.6722 2.9930  0.000
H1 -0.0355 3.2967 6.1292  0.000
H2 -1.6862 -2.6540 -1.0580  0.058
H3 0.3291 1.8316 4.1658  0.000
C2 -1.6622 4.3589 5.2199  0.000
H4 4.6514 -2.7713 2.8424  0.000
N1 -1.3599 1.0530 -0.1840  0.000
C3 -0.3080 -1.4917 -3.5785  0.000
C4 -2.3724 0.3333 -3.5837  0.000
H5 -2.8713 3.7605 2.1097  0.000
C5 2.9088 -1.1681 0.5184  0.000
C6 -2.1672 -0.4492 -4.6959  0.000
H6 0.5078 -2.2024 -3.5556  0.000
H7 -3.2461 5.2338 4.0660  0.000
C7 -0.4476 2.5826 4.1522  0.000
H8 -0.9361 -1.9943 -5.5487  0.000
C8 -1.9666 -3.6926 -0.9953  0.802
C9 2.2534 -3.7801 2.5579  0.000
C10 -1.0216 1.8152 1.8620  0.000
H9 1.2742 -4.0561 2.9512  0.000
H10 -2.8072 -0.3516 -5.5613  0.000
H11 -3.1776 1.0584 -3.5739  0.000
C11 -1.1188 -1.3692 -4.6838  0.000
H12 1.1878 -2.9231 -0.4803  0.004
H13 4.2813 -4.1592 0.9432  0.000
C12 3.9011 -2.0707 2.4736  0.000
H14 4.1640 -1.0650 2.8066  0.000
H15 2.9972 -4.4856 2.9311  0.000
H16 3.1494 -0.1565 0.8506  0.000
N2 -1.7468 1.9729 0.7939  0.000
N3 2.5967 -2.4357 3.0282  0.000
O2 -0.0105 0.9695 1.9735  0.000
H17 1.8426 -0.4863 2.8573  0.000
N4 2.2188 -3.8505 1.0959  0.000
C13 -1.5683 0.2256 -2.4370  0.000
H18 -2.6458 1.8911 -1.5007  0.000
C14 -0.6567 3.4041 5.2497  0.000
C15 -2.4594 4.4910 4.0898  0.000
C16 1.2276 -2.9116 0.6080  0.010
C17 1.6056 -1.4994 2.5342  0.000
F1 -1.3501 -1.3844 1.3216  0.000
H19 -2.3501 -4.0776 -0.0642  0.057
H20 -1.9264 -4.3229 -1.8695  0.060
N5 1.5543 -1.5061 1.0351  0.001
H21 0.2389 -3.1455 1.0018  0.007
H22 -1.8270 4.9995 6.0767  0.000
C18 -1.2467 2.7108 3.0208  0.000
Ir1 0.0275 -0.2190 0.3814  0.000
H23 2.8602 -1.1903 -0.5703  0.000
C19 -1.8949 1.1220 -1.3438  0.000
C20 3.5300 -3.4569 0.5796  0.000
N6 3.9042 -2.1035 1.0070  0.000
H24 3.5115 -3.4928 -0.5109  0.000
H25 0.6091 -1.7591 2.8914  0.000
C21 -0.5114 -0.7113 -2.4332  -0.001

Entry 2:
Here is C12H18IN6O4STa as an isolated structure from the OMol25 dataset. Energies are from ωB97M-V/def2-TZVPD.

**Energy**: -50342.0114 eV
**M**: 650.233 Da
**Total charge**: +2
**Frontier orbital gap**: 6.7 eV
**LUMO**: -8.237 eV
**Largest force on an atom**: 0.93 eV Å⁻¹

Each line ends with the Mulliken charge.
Element x y z (Å)
H1 2.2285 -2.3340 1.5129  0.442
N1 1.7031 -0.3514 0.9897  -0.089
O1 -1.3062 1.8662 -0.8578  -0.698
N2 -0.6718 -1.3605 0.4044  -0.441
C1 -2.0495 -0.3023 -4.0514  0.046
S1 1.9210 0.3691 -2.1035  -0.179
C2 -0.4638 -1.3613 -2.9714  -0.070
H2 -1.4045 -1.6447 -0.2410  0.497
C3 1.5416 -0.0904 2.4564  -0.758
H3 -2.5306 0.3938 1.6107  0.403
H4 -0.5713 -1.7854 2.4702  0.311
N3 4.0561 1.0747 -0.3575  -0.416
C4 3.2300 0.8381 -1.1262  0.465
N4 -0.5512 1.0098 1.7657  -0.320
I1 -1.0423 -2.7429 -5.6784  0.268
C5 -1.1956 -1.3945 -4.1445  -1.038
H5 2.4807 -1.9125 -0.1680  0.358
C6 0.2193 3.5418 -0.0399  0.561
C7 0.6247 1.0858 2.6767  -0.652
H6 0.4400 -2.7120 -0.7548  0.163
Ta1 0.1578 0.6605 -0.4314  1.973
C8 -1.1739 3.2510 -0.6587  0.443
C9 -1.6366 0.0767 2.1515  -0.816
N5 -1.8073 0.3107 -2.8971  -0.167
H7 -2.1660 -1.9640 1.7906  0.512
N6 -0.8447 -0.3246 -2.1849  -0.039
O2 0.5947 4.5818 0.3419  -0.388
H8 -1.8584 0.1458 3.2183  0.446
H9 2.5957 0.0706 0.7183  0.273
O3 -1.9938 4.0413 -0.9252  -0.383
H10 0.3032 1.1438 3.7182  0.471
H11 0.1631 -3.2518 0.8794  0.503
H12 -2.2494 1.1332 -2.5091  0.119
H13 1.1438 2.0115 2.4358  0.342
H14 1.1734 -0.9954 2.9308  0.327
O4 0.9224 2.3437 0.0387  -0.420
C10 0.4180 -2.3791 0.2788  -0.472
C11 1.7934 -1.8009 0.6687  -0.710
H15 0.3310 -2.0233 -2.6729  0.494
H16 -2.8020 0.0633 -4.7327  0.502
H17 2.5165 0.1165 2.8979  0.505
H18 -0.9653 1.9389 1.7762  0.354
C12 -1.2739 -1.3376 1.7745  -0.725

Entry 3:
Here is a 6-piece molecular cluster, C27H63O16PS overall from the OMol25 dataset. Energies are from ωB97M-V/def2-TZVPD.

**Energy**: -81897.5513 eV
**M**: 706.826 Da
**Total charge**: 0
**SMILES string**: COCCC[C@H]1OC(=O)O[C@H]1P(O)(O)=S.COCCOC.COCCOC.COCCOC.COCCOC.COCCOC
**Frontier orbital gap**: 9.0 eV
**LUMO**: 0.005 eV
**Largest force on an atom**: 6.01 eV Å⁻¹

Each line ends with the Mulliken charge.
Element x y z (Å)
H1 4.4456 -2.0706 -4.1264  0.248
H2 -10.5573 2.9352 -0.1170  0.372
O1 4.1348 -5.8422 -1.5740  -0.212
O2 0.8104 4.9059 -2.5147  -0.512
H3 2.4903 -7.0664 -1.2122  0.442
C1 0.3684 3.3944 4.9164  -0.468
O3 0.1728 0.1337 -1.3033  -0.329
H4 -8.9472 1.3814 0.9600  0.346
C2 -7.0095 2.3871 2.0127  -0.846
C3 -2.5152 0.6679 -3.9817  -0.721
H5 5.9880 -5.0319 -3.4212  0.299
H6 2.4528 -3.1170 0.5426  0.161
H7 -9.5338 5.9183 1.1764  0.324
H8 4.3975 -4.3438 -8.1373  0.247
H9 0.4421 4.6847 -1.6310  0.351
C4 -9.0471 5.0859 1.6933  -0.678
H10 -2.9453 -0.2147 -4.5659  0.378
H11 0.5272 6.4743 6.8098  0.245
C5 4.1500 -0.9824 3.4815  -0.753
H12 -2.1499 1.3953 -4.7674  0.277
O4 3.0179 -1.6403 4.0327  -0.395
H13 0.3819 -1.1884 3.6096  0.338
O5 -9.7968 3.8946 1.5049  -0.377
H14 1.0543 2.4274 -1.5265  0.380
O6 1.3670 0.4631 2.8096  -0.436
C6 0.5312 2.4570 7.0829  -0.241
C7 -0.6307 1.0768 -2.1075  1.083
C8 -9.5917 3.3183 0.2188  -0.551
O7 1.6500 -4.5468 -0.6818  -0.458
C9 0.0626 5.6862 7.4046  -0.711
H15 -6.7564 1.3346 2.1738  0.298
H16 -1.3019 1.5701 -1.3487  -0.162
H17 5.8824 -4.1026 -7.1962  0.337
H18 -3.7952 2.3556 -3.0937  0.200
C10 4.8517 -2.5223 -5.0372  -0.679
C11 0.5542 2.0498 -2.4868  -0.122
H19 1.9138 -2.5295 -1.0396  0.117
H20 4.0425 -2.9865 -5.6068  0.330
H21 1.9813 0.2621 0.8597  0.085
H22 5.3001 -1.7370 -5.6483  0.284
H23 -0.3543 6.1308 8.3136  0.322
O8 4.4555 -5.4052 -6.3925  -0.401
H24 -6.1481 3.0004 2.2830  0.235
C12 5.3406 -5.7516 -5.3298  -0.633
H25 0.8560 2.6067 4.3345  0.097
C13 0.5209 3.5023 8.1911  -0.723
C14 -3.6942 1.2183 -3.0743  -0.361
C15 1.8329 -5.1371 -1.9629  -0.449
H26 1.5501 2.2843 6.7177  0.262
H27 1.1174 4.1226 5.2425  0.342
H28 -9.0210 5.3064 2.7621  0.248
H29 -0.4898 3.6436 8.5879  0.340
H30 1.8124 -1.3057 5.6351  0.368
H31 -3.1333 2.6364 -1.0353  0.236
P1 0.2298 3.6106 -3.4829  0.678
H32 2.8887 -6.7440 -2.9056  0.351
H33 -8.5198 1.7215 -0.7224  0.372
O9 -3.6864 0.7342 -1.7197  -0.383
H34 3.8849 -0.0270 3.0220  0.318
H35 -0.3540 3.9043 4.2758  0.236
C16 2.8248 -6.2921 -1.9103  -0.608
C17 -1.2540 0.1064 -3.1937  -0.790
H36 3.6171 -5.7663 0.4512  0.370
C18 5.3390 -4.6945 -4.2333  0.147
H37 -3.6664 1.4619 0.2511  0.227
O10 1.2318 3.5601 -4.8259  -0.523
H38 6.3550 -5.9205 -5.7088  0.317
H39 4.8995 -0.8175 4.2620  0.330
O11 -7.2964 2.6082 0.6387  -0.248
H40 4.7025 -7.0992 -0.0354  0.298
H41 -8.0184 4.9854 1.3337  0.261
C19 2.4065 -3.3518 -0.5228  -0.271
H42 5.6202 -5.6303 -8.0847  0.320
O12 -0.3339 2.8220 6.0118  -0.369
H43 2.1473 -4.3846 -2.6956  0.195
H44 4.9810 -6.6929 -4.9091  0.428
H45 -9.2653 4.0784 -0.5000  0.321
H46 4.3349 -4.5562 -3.8222  -0.055
H47 0.3252 0.3081 4.5485  0.499
H48 1.8857 -1.2642 1.7552  0.297
H49 -4.6670 0.8404 -3.5450  0.319
O13 5.8681 -3.4550 -4.6998  -0.451
O14 1.0661 4.7413 7.7477  -0.382
H50 5.3104 -5.4316 0.0459  0.260
H51 0.3963 -0.4406 1.2211  0.345
C20 5.1349 -4.8404 -7.5035  -0.759
C21 1.5189 0.1384 -1.8596  0.436
H52 4.5788 -1.6292 2.7143  0.258
H53 -4.9407 2.2850 -0.8840  0.264
H54 3.4288 -3.4588 -0.8996  0.245
C22 1.4091 -0.2914 1.6047  -0.565
H55 0.8674 4.1174 -5.5390  0.354
H56 -1.6026 -0.8323 -2.6520  0.357
H57 -0.7408 5.2352 6.8170  0.310
C23 -8.6006 2.1627 0.2758  -0.498
H58 1.1557 3.1504 9.0101  0.398
H59 -0.4746 -0.1846 -3.9737  0.265
H60 2.7352 0.1130 5.1186  0.300
S1 -1.6315 3.9891 -3.8455  -0.351
H61 -7.8484 2.6635 2.6557  0.429
C24 4.4454 -6.0486 -0.2031  -0.897
C25 -3.9116 1.8331 -0.7903  -0.566
C26 2.1715 -0.7551 4.7600  -0.460
O15 1.4918 1.0612 -2.9647  -0.400
H62 0.1579 1.5139 7.4876  0.393
H63 0.8615 -5.5236 -2.2784  0.412
C27 0.9700 -0.3211 3.9303  -0.590
O16 2.5328 -0.4817 -1.4651  -0.518

Entry 4:
Here is C28H47Cl2N2PSV as an isolated structure from the OMol25 dataset. Energies are from ωB97M-V/def2-TZVPD.

**ΔE to the lowest compared entry with this formula, charge and spin**: 153.0 kJ/mol
**Energy**: -103637.7398 eV
**M**: 596.589 Da
**Spin multiplicity**: 3
**Total charge**: -1
**Frontier orbital gap (alpha / beta)**: 5.6 / 5.3 eV
**LUMO (alpha / beta)**: 2.498 / 2.489 eV
**Largest force on an atom**: 6.06 eV Å⁻¹

Each line ends with the Löwdin spin population.
Element x y z (Å)
H1 -6.6947 -3.4833 2.3354  0.001
C1 4.7089 0.2340 1.5128  0.000
H2 2.0797 -4.9688 1.0913  0.000
Cl1 -2.1462 -0.5659 -1.5117  0.042
C2 1.4877 -2.1145 -0.8162  0.004
H3 -1.2447 3.7373 2.2839  -0.002
H4 4.4068 -0.2550 2.4492  0.000
C3 -3.3142 3.7600 -0.9870  0.004
H5 0.3331 -0.1603 -2.6408  0.000
Cl2 -0.0717 -0.7756 2.7956  0.030
H6 3.0737 1.1353 -2.1932  0.000
H7 5.0635 2.2427 0.7995  0.000
C4 0.3816 1.8706 -2.0520  -0.001
H8 2.1957 -2.4754 1.2179  0.000
H9 -0.5422 1.6711 1.9484  -0.003
H10 -3.9467 0.0920 3.9085  0.001
H11 -3.7310 5.8289 -0.5308  -0.005
H12 -6.0028 -0.8227 5.0681  0.001
C5 0.5936 -2.7999 -1.8633  0.001
C6 2.2485 1.0155 -4.1873  0.000
H13 -0.4572 1.7413 -4.0315  0.000
H14 2.2640 3.1226 -3.7127  0.000
H15 1.2831 2.1345 0.9934  -0.003
C7 -4.1574 -1.4115 2.4249  0.106
C8 -5.6859 -3.4288 2.7952  0.006
H16 2.8323 -0.5159 -2.7636  0.000
C9 3.2334 2.2412 1.9461  0.000
C10 1.5639 -2.9609 0.4672  0.003
C11 1.1092 -4.2137 -2.1669  0.000
H17 4.1131 0.1707 -0.5702  0.000
H18 5.7321 -0.0957 1.2945  0.000
H19 1.4756 2.7472 -5.2451  0.000
H20 -5.2607 -4.4532 2.8422  0.002
H21 0.5636 -3.0113 0.9179  0.002
H22 -4.5684 -2.9816 1.0568  0.002
H23 3.2332 1.0465 -4.6699  0.000
C12 -2.6751 2.5942 -0.5853  -0.054
C13 -3.2241 4.9218 -0.2132  -0.069
V1 -1.1567 -0.3929 0.6748  2.158
S1 -2.8145 -0.9556 1.6417  -0.009
C14 1.2002 -5.0648 -0.8958  0.000
C15 -5.9674 -0.5242 3.9997  0.006
C16 2.3872 0.4858 -2.7512  0.000
C17 0.2428 2.3909 -3.4879  0.000
H24 -3.8909 3.7660 -1.9079  0.002
H25 -0.1956 3.3961 -3.4773  0.000
H26 0.4523 -4.6945 -2.9017  0.000
H27 -0.5977 1.8156 -1.5751  -0.001
H28 -0.4387 -2.8416 -1.4965  0.001
C18 2.0666 -4.3780 0.1671  0.000
H29 2.1051 -4.1423 -2.6283  0.000
C19 -1.9163 2.5665 0.6025  -0.031
H30 -2.4060 5.8126 1.5736  0.002
H31 5.3184 2.0507 2.5342  0.000
C20 -2.4802 4.9134 0.9685  0.003
H32 1.5991 -6.0596 -1.1287  0.000
H33 3.1052 -4.3246 -0.1904  0.000
H34 0.5678 -2.2158 -2.7884  0.000
H35 2.4986 -2.0355 -1.2405  0.000
H36 2.6399 2.2400 -0.1286  0.000
P1 0.9636 -0.3751 -0.4078  0.023
C21 1.0162 0.4712 -2.0562  0.003
C22 1.5962 2.4041 -4.2104  0.000
C23 4.6675 1.7553 1.7025  0.000
H37 2.8617 1.8331 2.8957  0.000
C24 2.3049 1.7856 0.8131  -0.003
C25 3.7645 -0.2281 0.3904  0.000
N1 -4.8212 -2.6006 1.9815  0.048
N2 -4.6052 -0.5982 3.5155  0.052
H38 0.9931 2.5689 -1.4695  0.000
H39 -2.7374 1.6893 -1.1813  -0.002
H40 3.2103 3.3345 2.0322  0.000
H41 0.1887 -5.2141 -0.4955  0.000
C26 -1.8303 3.7500 1.3677  -0.056
C27 2.3322 0.2531 0.6829  0.003
H42 -6.3227 0.5238 3.9112  0.002
H43 -6.6677 -1.1346 3.3999  0.000
H44 3.8022 -1.3197 0.3190  0.000
C28 -1.1969 1.4011 1.1036  -0.269
H45 1.6298 0.3150 -4.7658  0.000
H46 2.0300 -0.1576 1.6573  0.000
H47 -5.7518 -3.0784 3.8418  0.000